{"formula": "C28H31F4KN7S4", "method": "the ωB97M-V functional and the def2-TZVPD basis", "total_charge": -1, "largest_force_ev_per_a": 0.97, "e_above_lowest_ev": 0.0000, "symbols": ["K", "C", "S", "C", "S", "N", "N", "C", "C", "C", "C", "C", "C", "N", "H", "H", "H", "H", "H", "H", "H", "H", "C", "C", "N", "C", "C", "C", "C", "N", "C", "C", "F", "C", "F", "C", "C", "F", "C", "F", "H", "H", "H", "H", "H", "H", "H", "H", "H", "H", "H", "H", "H", "H", "H", "C", "C", "N", "C", "C", "S", "C", "C", "S", "C", "N", "C", "H", "H", "H", "H", "H", "H", "H", "H"], "xyz": [[0.1617, 0.1395, -0.2713], [4.5882, -0.8697, -4.5851], [4.2562, -2.0938, -3.3120], [3.3100, -1.1689, -2.1000], [2.4026, 0.1784, -2.5838], [3.4786, -1.7637, -0.9486], [2.6286, -1.3724, 0.0746], [3.0852, -1.7532, 1.2049], [2.3532, -1.6463, 2.4767], [2.7620, -2.4845, 3.5175], [2.1072, -2.4275, 4.7321], [1.0676, -1.5235, 4.8807], [0.7312, -0.7307, 3.7919], [1.3431, -0.7821, 2.6157], [5.0698, -1.4054, -5.4033], [5.2579, -0.0948, -4.2165], [3.6631, -0.4169, -4.9326], [4.0469, -2.2692, 1.2415], [3.5790, -3.1749, 3.3555], [2.4011, -3.0761, 5.5479], [0.5281, -1.4239, 5.8126], [-0.0730, -0.0090, 3.8685], [-3.0799, -1.9461, -0.2648], [-2.3116, -2.8795, -1.1853], [-0.9740, -2.3693, -1.4869], [0.0747, -3.3592, -1.2697], [0.2337, -3.7395, 0.1952], [-0.9006, -1.8194, -2.8420], [-1.8292, -0.6334, -3.1030], [-1.5219, 0.4458, -2.1975], [-2.0900, 1.6260, -2.3459], [-1.6783, 2.6933, -1.4809], [-0.7146, 2.4067, -0.5631], [-2.1633, 3.9684, -1.5331], [-1.6684, 4.8855, -0.6653], [-3.1412, 4.3558, -2.4420], [-3.5808, 3.3533, -3.2880], [-4.5444, 3.6469, -4.1968], [-3.0999, 2.0639, -3.2586], [-3.6447, 1.1783, -4.1421], [-4.0593, -2.3558, -0.0030], [-3.2081, -0.9649, -0.7218], [-2.5076, -1.8078, 0.6537], [-2.8697, -3.0389, -2.1185], [-2.2299, -3.8615, -0.7119], [1.0112, -2.9233, -1.6225], [-0.1011, -4.2680, -1.8757], [0.2723, -2.8445, 0.8182], [1.1685, -4.2832, 0.3409], [-0.5803, -4.3711, 0.5550], [-1.1316, -2.6103, -3.5812], [0.1282, -1.4965, -3.0144], [-2.8774, -0.9661, -3.0420], [-1.6712, -0.3593, -4.1557], [-3.5247, 5.3616, -2.4886], [3.4318, 2.3838, 0.1231], [2.4436, 2.9481, 1.0858], [1.3427, 2.3696, 1.4401], [0.6594, 3.1184, 2.3658], [1.2608, 4.2844, 2.7264], [2.7309, 4.4612, 1.8757], [-0.6513, 2.6695, 2.8543], [-1.3542, 3.2699, 3.8558], [-2.8454, 2.4704, 4.0773], [-2.4331, 1.3738, 2.8169], [-1.2746, 1.5872, 2.2783], [-3.3601, 0.2794, 2.4075], [3.0701, 1.4389, -0.2793], [4.3928, 2.2189, 0.6129], [3.5878, 3.0595, -0.7187], [0.9029, 5.0390, 3.4046], [-1.0718, 4.1185, 4.4533], [-4.1676, 0.1550, 3.1275], [-2.8079, -0.6564, 2.3339], [-3.7900, 0.4916, 1.4287]]}

{"formula": "C14H23INO5S2", "method": "the ωB97M-V functional and the def2-TZVPD basis", "total_charge": 1, "largest_force_ev_per_a": 1.56, "e_above_lowest_ev": 0.0000, "symbols": ["C", "C", "C", "I", "C", "C", "C", "C", "C", "S", "N", "C", "C", "C", "O", "C", "H", "H", "H", "H", "H", "H", "H", "H", "H", "H", "H", "H", "H", "H", "H", "H", "H", "H", "H", "C", "C", "O", "S", "O", "O", "O", "H", "H", "H", "H"], "xyz": [[4.7086, 2.3153, -0.2685], [3.2641, 2.7337, -0.6249], [2.4420, 1.6295, -1.3626], [3.1925, 1.1883, -3.3200], [2.2452, 0.3884, -0.4790], [3.1376, -0.6592, -0.6142], [2.9937, -1.8237, 0.1247], [1.9306, -1.8801, 1.0269], [1.0742, -0.8223, 1.1446], [-0.2805, -1.0298, 2.3056], [1.2338, 0.3099, 0.4095], [0.2841, 1.4474, 0.5888], [-0.8228, 1.3379, -0.5087], [-2.2864, 1.5202, -0.0039], [-2.4689, 1.2637, 1.3746], [-3.0284, 2.3976, 2.0600], [5.4268, 2.6530, -1.0270], [4.9928, 2.8551, 0.6489], [4.8296, 1.2502, -0.0431], [2.7488, 2.9470, 0.3284], [3.2269, 3.6679, -1.1981], [1.4499, 2.0687, -1.5171], [3.9810, -0.6198, -1.2972], [3.7148, -2.6291, 0.0050], [1.7993, -2.7692, 1.6385], [0.1384, -0.5395, 3.4984], [0.8226, 2.3830, 0.4098], [-0.0911, 1.5036, 1.6112], [-0.6418, 2.1313, -1.2486], [-0.7241, 0.3746, -1.0263], [-2.9044, 0.7843, -0.5508], [-2.6737, 2.4981, -0.3282], [-4.1225, 2.3393, 1.9585], [-2.6500, 3.3514, 1.6611], [-2.7247, 2.3569, 3.1139], [-2.4693, -2.7768, -0.0335], [-3.7677, -3.5379, 0.1318], [-4.3039, -3.6230, -1.1920], [-3.1011, -3.7131, -2.2554], [-2.8859, -5.0703, -2.5906], [-3.2931, -2.7083, -3.2343], [-1.9158, -3.2474, -1.2634], [-2.6495, -1.7017, -0.1288], [-1.7763, -2.9562, 0.7853], [-4.4652, -3.0353, 0.7969], [-3.5900, -4.5534, 0.4934]]}

{"formula": "C11H15N2O", "method": "the ωB97M-V functional and the def2-TZVPD basis", "total_charge": 1, "multiplicity": 3, "largest_force_ev_per_a": 4.00, "e_above_lowest_ev": 2.0693, "symbols": ["C", "C", "C", "C", "C", "C", "C", "C", "C", "C", "C", "N", "N", "O", "H", "H", "H", "H", "H", "H", "H", "H", "H", "H", "H", "H", "H", "H", "H"], "xyz": [[-3.0694, 1.0477, 0.0908], [-2.0532, 2.0295, 0.0662], [-2.7170, -0.3077, 0.2189], [-0.7154, 1.6982, 0.0845], [-1.3865, -0.6614, 0.1252], [-0.3680, 0.3133, 0.0007], [-0.7193, -1.9805, -0.0291], [0.9773, -0.2427, 2.4416], [0.9682, -0.2137, -2.5552], [1.7521, 0.1235, 1.1660], [1.7503, 0.0478, -1.3022], [0.6220, -1.7136, 0.0312], [0.9422, -0.2947, -0.0161], [-1.2205, -3.0417, -0.1820], [-4.0701, 1.2005, 0.2893], [-2.2943, 3.0178, 0.0459], [-3.6114, -0.9499, 0.3147], [0.0170, 2.3826, 0.0957], [0.0701, 0.4734, 2.4697], [0.6645, -1.3633, 2.3872], [1.5222, 0.2394, 3.2800], [0.5929, -1.3214, -2.4805], [0.2279, 0.4882, -2.9078], [1.6467, -0.0313, -3.4576], [2.7131, -0.4761, 1.2780], [1.6754, 1.2323, 1.1780], [2.1297, 1.1531, -1.1033], [2.6899, -0.6010, -1.1173], [1.2634, -2.2483, -0.4125]]}

{"formula": "CH8FNSi2", "method": "the ωB97M-V functional and the def2-TZVPD basis", "smiles": "FC[SiH3].N=[SiH2]", "largest_force_ev_per_a": 5.25, "e_above_lowest_ev": 4.2512, "symbols": ["C", "N", "F", "Si", "Si", "H", "H", "H", "H", "H", "H", "H", "H"], "xyz": [[1.4660, -0.4922, -1.1678], [-0.9072, -0.0178, 0.1676], [2.3833, -1.1235, -1.9781], [-1.6157, -0.3592, 1.5165], [1.4240, 1.4947, -1.2372], [1.4716, -0.7434, -0.1250], [0.3611, -0.8636, -1.3695], [-1.3539, 0.3364, -0.6834], [2.2987, 2.5485, -0.2580], [-0.6620, -1.2329, 2.3323], [-2.8294, -0.3251, 2.3762], [0.2275, 1.8665, -1.7840], [2.4107, 2.2051, -2.3281]]}